{
  "formula": "C7H10N2O3S2",
  "method": "the ωB97M-V functional and the def2-TZVPD basis",
  "elements": ["C", "C", "C", "C", "C", "C", "C", "N", "N", "O", "O", "O", "S", "S", "H", "H", "H", "H", "H", "H", "H", "H", "H", "H"],
  "positions_angstrom": [[0.971, 1.270, -0.713], [-1.398, -0.073, 0.238], [0.067, 1.862, 0.478], [0.691, -0.836, 0.509], [-2.350, 2.213, 0.311], [1.706, -0.863, -1.758], [0.517, -2.339, 0.437], [-1.242, 1.218, 0.456], [1.111, -0.130, -0.654], [1.492, 1.907, -1.610], [-2.268, -0.880, 0.080], [-0.129, -2.840, 1.585], [0.871, 1.616, 2.134], [1.649, -0.300, 2.024], [-0.047, 2.885, 0.384], [-2.059, 2.940, 1.093], [-2.319, 2.489, -0.789], [-3.320, 1.666, 0.673], [2.283, -0.185, -2.338], [2.234, -1.629, -1.393], [0.861, -1.243, -2.473], [1.555, -2.932, 0.467], [0.174, -2.775, -0.532], [-1.050, -3.043, 1.391]],
  "atomic_forces_ev_per_a": [[0.30, -1.27, 0.10], [2.77, -2.52, 1.97], [1.87, -4.17, -0.29], [-3.10, 1.37, -0.11], [-0.66, -1.99, 0.43], [-3.95, 2.31, -2.22], [2.79, -2.06, -0.16], [-0.80, 0.90, -0.71], [0.22, 1.20, 0.17], [-0.78, 0.20, 0.86], [0.36, 1.29, -0.21], [-0.41, -0.04, -0.19], [-0.18, 0.63, -0.26], [-0.80, -0.55, -1.13], [-0.14, 1.99, -0.41], [-0.70, 0.27, -0.98], [-0.63, 0.40, 1.61], [1.65, 1.25, -1.09], [0.70, 0.42, -0.39], [2.14, -2.92, 1.16], [1.43, 0.43, 1.23], [-1.48, 1.62, 0.06], [-0.58, 0.97, 0.63], [0.00, 0.28, -0.07]],
  "e_lumo_ev": 0.231,
  "fmax_ev_per_a": 5.1,
  "charge": 0,
  "homo_lumo_gap_ha": 0.296,
  "de_lowest_kj_mol": 219.9,
  "multiplicity": 1,
  "energy_ev": -38211.08407
}